91
Properties=species:S:1:pos:R:3:forces:R:3 method="wB97M-V/def2-TZVPD" total_charge=+2 multiplicity=1 relative_energy_kcal_mol=34.2 e_tot_ev=-232010.1463 lumo_ev=-6.620 fmax_ev_per_a=1.711 homo_ha=-0.484 homo_lumo_gap_ev=6.549
Zr 0.6514 0.0639 0.0248 0.181 -1.698 -0.111
Br 1.6111 -2.0634 -1.9859 0.057 0.145 0.080
Br 3.7493 -0.1607 -0.7134 0.036 -0.152 -0.504
Cl 3.9781 -2.5118 4.8528 -0.061 -0.107 -0.017
P -0.8771 -0.7556 2.2832 -1.308 0.381 0.434
P -1.5105 -1.6621 -0.5897 -1.476 -0.200 -0.393
Si 0.8890 1.7346 -2.1241 -0.718 0.426 -1.020
O 4.4779 0.2707 5.6243 0.021 0.041 -0.021
O 3.2788 1.9835 4.9104 0.131 0.299 0.307
O 1.6928 1.4855 0.7965 0.618 0.745 0.706
O 1.6241 2.3992 2.8311 -0.007 0.030 -0.351
N 2.1319 -0.9258 1.8804 0.099 0.672 -0.052
N -0.9139 1.7038 0.6272 0.545 -0.223 -0.463
N 2.6652 -1.9621 2.5571 0.043 0.001 -0.094
C 2.8054 0.0920 -5.4546 0.033 -0.044 -0.049
C -2.1987 -3.3168 -0.1502 0.602 -0.024 0.040
C 3.6834 0.7283 4.8575 -0.106 -0.301 -0.071
C -0.6672 5.0002 1.6371 0.041 -0.058 0.020
C 0.1906 0.5769 -4.6741 -0.018 -0.014 0.103
C 2.3867 0.1690 2.6078 0.148 -0.352 0.058
C 3.5124 -4.2679 2.3153 0.111 0.157 -0.069
C -2.5293 -0.3298 1.6008 0.052 -0.149 -0.046
C -0.5778 4.1437 -2.6793 0.068 0.003 0.049
C 2.5377 0.6649 -4.2197 0.016 0.121 0.069
C 3.2657 -1.5217 3.6944 -0.194 0.332 0.189
C -1.2673 2.7892 0.7386 -0.166 -0.364 0.002
C -2.7854 -0.6517 0.2564 0.184 0.073 0.004
C 1.4944 -3.5973 1.1930 0.031 0.052 0.209
C -1.9579 2.2337 -2.2668 0.041 0.074 -0.027
C -1.8763 -1.6831 -2.3879 0.221 0.169 0.178
C 3.4970 -1.5818 -1.9964 -0.012 -0.044 0.150
C -3.0938 2.9866 -2.5217 -0.040 -0.036 0.022
C 2.2757 -5.8607 0.9941 -0.023 0.021 -0.021
C 2.5621 -3.2934 2.0317 -0.102 -0.309 -0.225
C -4.6430 0.8230 1.7047 -0.019 -0.011 0.020
C -0.7604 0.2694 3.7941 0.211 0.068 -0.219
C 0.4506 0.0060 -5.9119 -0.024 -0.014 -0.021
C -3.4720 0.3991 2.3162 0.034 -0.088 0.027
C 1.3549 -4.8738 0.6770 0.030 -0.025 -0.069
C 1.7583 -0.2486 -6.3002 -0.046 -0.050 0.005
C -0.6797 2.7915 -2.3451 0.303 -0.164 -0.044
C 1.2271 0.9042 -3.7983 -0.021 0.161 0.204
C -3.9712 -0.2433 -0.3410 0.047 -0.063 -0.057
C -4.8912 0.5046 0.3780 -0.068 0.032 -0.001
C 1.8705 1.4733 2.0939 0.481 0.232 1.261
C 3.3595 -5.5446 1.7966 -0.016 -0.056 -0.018
C -1.1243 -2.4085 3.0605 0.444 -0.025 -0.231
C 3.0931 -0.1412 3.7739 0.176 -0.011 -0.071
C -1.7110 4.9092 -2.9274 -0.046 0.027 -0.026
C -2.9695 4.3296 -2.8562 -0.030 0.008 -0.010
C -1.7035 4.1503 0.8810 -0.021 0.666 0.086
H -3.8527 4.9161 -3.0728 0.010 0.018 0.023
H -2.1668 -2.5240 3.3528 -0.019 0.099 0.010
H 4.3775 -4.0457 2.9163 0.027 0.004 -0.025
H 3.7428 -1.2296 -2.9897 -0.096 0.079 -0.027
H -2.3886 -3.3862 0.9172 0.028 -0.035 -0.028
H 1.9571 -0.6906 -7.2674 0.030 0.027 -0.004
H -0.5008 -2.4552 3.9541 0.035 -0.052 -0.009
H 0.7527 -2.8452 0.9698 -0.027 0.070 -0.043
H 1.9970 2.7199 -1.9515 0.001 -0.238 0.246
H 2.1481 -6.8657 0.6160 0.044 0.012 -0.040
H 4.1053 -6.2967 2.0142 -0.002 0.016 0.057
H -0.3669 -0.2150 -6.5863 0.008 -0.025 0.003
H 2.6046 2.2299 4.2526 -0.085 -0.111 -0.126
H -1.8572 4.5431 -0.1298 -0.035 -0.122 -0.033
H 0.5309 -5.1024 0.0132 -0.031 0.003 0.067
H -0.8350 -3.2250 2.4015 -0.066 0.005 0.116
H 0.4002 4.6058 -2.7540 -0.009 0.011 -0.015
H -1.6144 5.9542 -3.1922 0.026 -0.006 -0.002
H -5.3633 1.3978 2.2719 -0.016 -0.006 -0.023
H -4.1876 -0.5035 -1.3696 0.005 0.057 -0.003
H -5.8075 0.8324 -0.0950 0.004 -0.012 -0.004
H -1.5298 -4.1185 -0.4637 -0.044 -0.036 0.029
H 0.2108 0.1030 4.2615 -0.010 -0.036 0.021
H -2.9448 -1.7585 -2.5822 -0.014 -0.022 0.027
H -1.5334 -0.0150 4.5066 -0.029 -0.016 -0.018
H -3.1457 -3.4149 -0.6795 -0.012 0.053 -0.026
H -0.8409 1.3283 3.5527 -0.025 0.003 0.017
H 3.3637 0.9863 -3.5905 0.027 0.001 -0.038
H -1.0042 6.0337 1.6561 -0.022 -0.009 -0.011
H -2.6686 4.1640 1.3924 -0.008 -0.106 -0.044
H 4.0692 -2.4540 -1.7041 -0.047 0.013 0.091
H -4.0758 2.5322 -2.4681 0.006 -0.004 -0.002
H -0.5461 4.6560 2.6625 -0.002 -0.008 0.000
H -2.0677 1.1896 -1.9894 -0.070 -0.020 0.002
H -1.4610 -0.8144 -2.8978 -0.032 -0.009 -0.021
H -1.3941 -2.5740 -2.7960 -0.006 0.006 -0.028
H 3.8284 -0.0617 -5.7759 0.000 0.008 0.013
H -0.8343 0.8099 -4.4021 -0.001 0.004 -0.057
H 0.3037 4.9605 1.1466 -0.010 0.006 -0.025
H -3.2983 0.6526 3.3532 -0.011 0.025 0.002



12
Properties=species:S:1:pos:R:3:forces:R:3 method="wB97M-V/def2-TZVPD" total_charge=+1 multiplicity=1 relative_energy_kcal_mol=78.9 e_tot_ev=-17466.7164 lumo_ev=-4.374 fmax_ev_per_a=4.890 homo_ha=-0.489 homo_lumo_gap_ev=8.926
S -0.2338 2.0745 -0.8061 -0.062 0.895 -0.176
N 0.5702 1.0882 0.3013 -0.018 -0.769 -0.674
N 0.8805 -1.3164 0.1642 -3.950 -0.194 -0.936
N -1.1168 -0.2599 -0.4001 -2.394 1.169 -2.025
C -0.0821 -0.1528 0.4815 -0.202 0.429 4.867
C -1.3510 0.8525 -1.1156 0.910 -2.161 1.434
H -0.3206 -0.4593 2.0458 0.265 0.933 -3.992
H 0.3420 -1.4068 -0.7712 1.751 -1.369 1.017
H 0.7400 -2.0954 0.8556 0.759 0.771 -1.118
H 1.7168 -0.8085 0.0748 2.172 -0.205 -0.080
H 0.9478 1.5289 1.0934 0.442 0.779 1.053
H -2.0929 0.9549 -1.9236 0.325 -0.278 0.629



16
Properties=species:S:1:pos:R:3:forces:R:3 method="wB97M-V/def2-TZVPD" total_charge=0 multiplicity=1 relative_energy_kcal_mol=54.2 e_tot_ev=-149380.0454 lumo_ev=-0.632 fmax_ev_per_a=3.576 homo_ha=-0.328 homo_lumo_gap_ev=8.290
Br 1.2421 2.1231 -0.3795 0.462 -0.048 -0.376
Br -1.8660 0.7929 -0.5092 -0.691 -0.670 -0.638
N 1.3267 -2.7368 -1.4619 0.913 -0.176 0.975
N 1.1827 -0.5895 -0.7411 1.341 -2.839 0.532
C 1.7383 -0.6147 -1.9654 -0.025 1.156 -2.362
C 0.9170 0.3275 0.1371 -0.528 0.827 2.217
C 1.8176 -1.8683 -2.4300 0.202 0.547 -1.671
C 1.1197 -1.9912 -0.4372 -3.081 -0.260 1.797
C -1.9656 1.8287 1.0164 -0.994 3.234 -0.758
C -1.6371 1.4616 2.2185 0.485 0.494 0.815
H -2.2985 2.9145 0.7894 0.530 -2.083 0.393
H -1.2137 0.5346 2.4593 0.316 -1.416 0.042
H 2.1389 -2.1296 -3.4757 -0.417 -0.090 1.558
H -1.6074 2.1649 3.0326 -0.355 0.355 0.042
H 1.7913 0.3434 -2.3810 0.764 0.910 -1.189
H 0.5918 -2.2418 0.5359 1.077 0.061 -1.377



8
Properties=species:S:1:pos:R:3:forces:R:3 method="wB97M-V/def2-TZVPD" total_charge=0 multiplicity=1 relative_energy_kcal_mol=41.1 e_tot_ev=-28655.1557 lumo_ev=0.763 fmax_ev_per_a=3.888 homo_ha=-0.373 homo_lumo_gap_ev=10.926
Cl -1.9298 -1.5294 -0.1142 0.161 0.534 -0.111
Cl 3.3304 -0.6580 0.1126 2.020 1.766 -2.813
N -0.2667 0.5018 0.7837 0.409 0.572 -0.124
C -1.4834 0.2036 0.0143 -2.140 1.241 -0.487
C -0.2200 0.7164 -0.4581 -0.874 -0.341 -0.659
H 2.7133 -1.1996 0.9691 -2.058 -1.740 2.799
H 0.3229 1.0809 -1.3493 0.091 -0.350 1.069
H -2.4667 0.8843 0.0419 2.391 -1.683 0.326



45
Properties=species:S:1:pos:R:3:forces:R:3 method="wB97M-V/def2-TZVPD" total_charge=0 multiplicity=1 relative_energy_kcal_mol=107.6 e_tot_ev=-25133.3063 lumo_ev=0.127 fmax_ev_per_a=3.047 homo_ha=-0.375 homo_lumo_gap_ev=10.321
O 17.4735 -9.9432 -25.1612 0.065 -0.269 -0.036
O 19.8017 -13.3387 -25.4096 0.236 -0.126 0.151
O 24.7606 -9.8846 -18.5797 -0.164 0.282 -0.040
O 25.0902 -6.1003 -20.5339 -0.461 -0.565 -0.007
O 21.1861 -4.1106 -19.2070 -0.645 0.544 0.023
O 22.5394 -13.3179 -21.9529 0.277 -0.039 0.141
O 21.5588 -8.7726 -23.2400 -0.183 -0.179 -0.060
O 22.5633 -5.1952 -28.1999 -0.718 -0.270 0.987
O 23.0074 -4.5473 -24.0240 -0.030 -1.582 -0.835
C 26.9677 -5.2816 -19.1360 -0.907 0.196 1.289
C 26.4542 -5.8866 -20.4547 2.362 1.844 0.554
C 22.9957 -3.1543 -24.2236 -1.342 -0.537 0.930
C 23.7621 -4.9495 -28.8467 0.408 0.461 -1.044
C 21.6478 -3.3910 -18.0509 0.631 -2.073 -0.018
C 21.2657 -4.1017 -16.7122 0.569 1.065 -0.363
H 24.5676 -5.5375 -28.4067 0.253 -0.024 -0.286
H 22.7269 -2.7954 -23.2301 1.034 1.266 -0.049
H 25.1525 -10.2858 -19.3554 0.047 -0.183 -0.239
H 21.8678 -4.6976 -19.5422 0.104 0.086 0.253
H 25.3724 -10.0842 -17.8712 0.123 -0.050 0.227
H 24.9160 -6.8764 -19.9965 -0.368 -0.162 0.129
H 26.7243 -5.1014 -21.1608 -0.355 -0.171 -0.517
H 21.9027 -3.5970 -15.9858 -0.487 0.371 0.514
H 19.3318 -12.5150 -25.2798 -0.170 0.316 0.056
H 23.8741 -2.8321 -24.7826 0.043 0.481 0.553
H 19.3541 -13.7570 -26.1451 -0.080 -0.120 -0.167
H 28.0106 -5.4914 -18.8984 0.114 0.251 -0.503
H 21.8005 -13.0736 -21.3956 -0.184 0.042 0.140
H 22.2317 -13.1547 -22.8445 -0.107 0.009 -0.311
H 22.0791 -2.9114 -24.7612 0.176 -0.095 -0.585
H 22.7344 -3.3835 -18.1359 0.208 0.213 0.314
H 26.4517 -5.5866 -18.2256 -0.337 -0.998 -0.086
H 23.3632 -4.8154 -23.1736 0.143 0.421 -0.016
H 22.8110 -5.0933 -27.2781 -0.688 -0.123 0.392
H 22.2433 -8.8210 -22.5726 0.161 -0.068 0.176
H 16.6188 -9.5518 -25.3416 -0.231 0.043 -0.060
H 27.1488 -6.6933 -20.6891 -0.664 -0.760 -0.220
H 20.2035 -4.0185 -16.4819 0.127 0.162 0.082
H 21.5661 -5.1372 -16.5524 -0.016 -0.166 -0.910
H 18.0212 -9.2078 -24.8867 0.228 0.161 0.104
H 23.6057 -5.1808 -29.9003 0.321 -0.211 0.013
H 23.9875 -3.8842 -28.7970 0.419 0.162 0.004
H 21.3385 -2.3472 -18.1053 -0.451 -0.211 0.087
H 26.7251 -4.2243 -19.0291 0.526 0.333 -0.626
H 21.6013 -7.8724 -23.5625 0.010 0.273 -0.141